Entry from OMol25: a 6-piece molecular cluster, C50H57N3O4S2 overall at a distorted geometry (wB97M-V/def2-TZVPD).

Summary:
- HOMO level (eV) = -8.86
- energy (hartree) = -3201.06308
- structure (SMILES) = CCCCNc1cnc2cc(SCC(=O)OC[C@@H](C)OC(=O)CS)c(C)cc2n1.c1ccccc1.c1ccccc1.c1ccccc1.c1ccccc1.c1ccccc1
- orbital gap (eV) = 8.6
- 2S+1 = 1

Each line ends with the Mulliken charge.
Positions of all 116 atoms, in Å:
C: -3.105037 0.444364 -6.421105  -0.990
C: -4.622777 0.473697 -6.478997  -0.586
C: -5.251695 0.234166 -5.112888  -0.597
C: -4.769293 -1.017669 -4.372395  -0.577
N: -4.050526 -0.645633 -3.132266  -0.076
C: -3.322860 -1.712702 -2.565638  0.208
C: -3.849227 -2.398203 -1.431925  -0.584
N: -3.245886 -3.381704 -0.844106  -0.648
C: -2.042086 -3.733095 -1.387044  0.280
C: -1.291904 -4.779533 -0.796452  -0.290
C: -0.054030 -5.144254 -1.298047  0.111
S: 0.774979 -6.464283 -0.446297  -0.132
C: 1.863413 -5.562314 0.710299  -0.584
C: 1.210619 -4.310664 1.191431  0.495
O: 0.150683 -4.287959 1.739386  -0.506
O: 1.945548 -3.208138 0.968569  -0.365
C: 1.249110 -2.050385 0.554696  -0.036
C: 2.202279 -1.101998 -0.170009  0.837
C: 3.398501 -1.768165 -0.824873  -1.645
O: 1.378357 -0.451287 -1.173377  0.015
C: 1.836888 0.765007 -1.551454  0.270
O: 1.558336 1.735852 -0.920149  -0.447
C: 2.676133 0.883784 -2.790134  -0.715
S: 2.086257 -0.064351 -4.214061  -0.202
C: 0.486967 -4.487118 -2.444487  0.624
C: 1.825037 -4.858098 -3.003349  -1.724
C: -0.263429 -3.469498 -3.020212  -0.394
C: -1.519244 -3.076112 -2.511648  0.105
N: -2.193311 -2.047715 -3.107553  -0.474
H: -2.800475 1.151452 -5.656372  0.165
H: -2.662910 0.671210 -7.382747  0.371
H: -2.737969 -0.531227 -6.125775  0.344
H: -5.017195 -0.180478 -7.250291  0.329
H: -4.902230 1.484309 -6.767045  0.319
H: -4.993786 1.091942 -4.498773  0.267
H: -6.333414 0.230540 -5.188742  0.329
H: -5.635191 -1.638372 -4.146929  0.335
H: -4.074944 -1.589117 -4.970253  0.434
H: -4.736270 -0.357597 -2.444778  0.324
H: -4.802137 -2.078403 -1.033511  0.393
H: -1.702193 -5.279676 0.060840  0.502
H: 2.078378 -6.218189 1.543386  0.493
H: 2.782596 -5.319492 0.193876  0.403
H: 0.854368 -1.495672 1.398873  0.260
H: 0.408083 -2.262966 -0.098904  -0.286
H: 2.495960 -0.320216 0.522708  0.252
H: 3.821242 -2.556093 -0.221038  0.457
H: 3.101944 -2.120557 -1.805439  0.218
H: 4.183850 -1.034464 -0.970174  0.375
H: 2.719203 1.924141 -3.069125  0.488
H: 3.689757 0.554115 -2.616355  0.236
H: 0.944848 0.595882 -4.408249  0.112
H: 1.779831 -4.907940 -4.083634  0.490
H: 2.558580 -4.120611 -2.694780  0.141
H: 2.160416 -5.816363 -2.633886  0.416
H: 0.137691 -2.956457 -3.877285  0.442
C: -1.630187 2.142961 3.909247  -0.378
C: -1.530997 2.706859 2.644680  -0.419
C: -1.606830 1.901432 1.517432  -0.433
C: -1.784330 0.531797 1.656081  -0.378
C: -1.877067 -0.034277 2.919767  -0.557
C: -1.800391 0.772366 4.046825  -0.456
H: -1.574305 2.772035 4.788298  0.384
H: -1.394309 3.775182 2.537168  0.468
H: -1.526995 2.340191 0.531052  0.371
H: -1.845503 -0.097178 0.776073  0.578
H: -2.007843 -1.103850 3.024999  0.477
H: -1.873800 0.332600 5.032894  0.383
C: 0.845954 -8.457101 3.502257  -0.514
C: 0.435501 -7.169172 3.818509  -0.186
C: 0.515047 -6.717695 5.128572  -0.557
C: 1.001805 -7.555214 6.122452  -0.326
C: 1.406778 -8.845003 5.806930  -0.410
C: 1.330266 -9.295926 4.496805  -0.362
H: 0.786004 -8.807242 2.479024  0.380
H: 0.052022 -6.515227 3.044128  0.499
H: 0.197241 -5.712482 5.373067  0.402
H: 1.065499 -7.203058 7.143901  0.364
H: 1.782201 -9.499267 6.583006  0.357
H: 1.646506 -10.301422 4.250957  0.371
C: 2.293830 3.246693 1.781016  0.089
C: 1.856272 4.195933 2.694851  -0.246
C: 2.741959 5.137630 3.200420  -0.581
C: 4.069254 5.129319 2.794977  -0.391
C: 4.509940 4.177193 1.886739  -0.648
C: 3.621808 3.237740 1.380062  -0.273
H: 1.603152 2.518041 1.380967  0.326
H: 0.822326 4.199858 3.013128  0.136
H: 2.399649 5.877548 3.912772  0.421
H: 4.759761 5.863858 3.189376  0.442
H: 5.546251 4.167556 1.573379  0.372
H: 3.964199 2.496545 0.668607  0.323
C: 4.380380 4.730167 6.448958  -0.351
C: 3.405696 5.246860 7.290676  -0.417
C: 3.706850 6.307800 8.133487  -0.401
C: 4.984167 6.850340 8.136807  -0.350
C: 5.960758 6.329713 7.299346  -0.402
C: 5.658493 5.270540 6.454919  -0.388
H: 4.143496 3.908281 5.786067  0.436
H: 2.409984 4.822375 7.288783  0.395
H: 2.945770 6.712092 8.788221  0.361
H: 5.218679 7.678849 8.792429  0.358
H: 6.958099 6.750023 7.304690  0.360
H: 6.419095 4.865391 5.799892  0.398
C: -4.809015 6.835769 -6.859335  -0.366
C: -5.273787 6.720588 -5.556937  -0.358
C: -4.909713 5.627056 -4.783932  -0.458
C: -4.084469 4.646714 -5.315679  -0.271
C: -3.626920 4.757093 -6.621416  -0.373
C: -3.986054 5.853446 -7.392152  -0.413
H: -5.087878 7.691926 -7.459597  0.357
H: -5.918698 7.484715 -5.143139  0.359
H: -5.267879 5.539717 -3.766443  0.365
H: -3.795702 3.794452 -4.712944  0.391
H: -2.986290 3.988997 -7.035957  0.395
H: -3.625564 5.942178 -8.408676  0.361

Cartesian forces (eV/Å) of the 3 atoms listed first:
C -0.3 -0.3 0.1
C 0.1 0.4 0.0
C 0.2 -0.1 0.0

Entry from OMol25: one molecule with the formula C4H8S2 at a distorted geometry (wB97M-V/def2-TZVPD).

Summary:
- HOMO level (eV) = -8.12
- energy (hartree) = -953.51890
- structure (SMILES) = CS[C@@H]1C[C@@H]1S
- orbital gap (eV) = 9.0
- 2S+1 = 1
- energy above the lowest of the compared OMol25 structures with the same formula, charge and spin (kcal/mol) = 42.5

Each line ends with the Mulliken charge.
Positions of all 14 atoms, in Å:
C: -2.043826 1.433591 1.044041  -0.957
S: -0.949584 0.841580 -0.214894  -0.076
C: -0.649825 -0.806622 0.243978  0.038
C: 0.417034 -1.122168 1.228102  -0.536
C: 0.661232 -1.206959 -0.240276  -0.413
S: 1.892408 -0.138360 -0.952968  -0.172
H: -2.280947 2.458513 0.782538  0.326
H: -2.953434 0.881421 0.838319  0.289
H: -1.772792 1.350159 2.060066  0.315
H: -1.475934 -1.549939 0.149041  0.311
H: 0.895081 -0.321785 1.802918  0.273
H: 0.250148 -2.124138 1.663866  0.218
H: 0.861578 -2.219761 -0.560094  0.326
H: 1.083426 0.486966 -1.705931  0.058

Cartesian forces (eV/Å) of the 3 atoms listed first:
C -1.5 -0.1 -1.4
S 0.1 1.1 -0.2
C -1.7 -0.3 -0.1

Entry from OMol25: a 2-piece molecular cluster, C5H5NO2 overall at a distorted geometry (wB97M-V/def2-TZVPD).

Summary:
- HOMO level (eV) = -9.13
- energy (hartree) = -398.65332
- structure (SMILES) = C=C=C=O.CN=C=O
- orbital gap (eV) = 8.3
- 2S+1 = 1
- energy above the lowest of the compared OMol25 structures with the same formula, charge and spin (kcal/mol) = 78.5

Each line ends with the Mulliken charge.
Positions of all 13 atoms, in Å:
C: -0.131599 3.752818 -1.841984  -0.606
C: -0.403404 2.472882 -1.590113  -0.329
C: -0.551923 1.393239 -0.916699  0.829
O: -0.686283 0.304864 -0.503104  -0.440
H: -0.346009 4.103640 -2.839309  0.231
H: 0.330098 4.333038 -1.138621  0.284
C: 0.050834 -2.635404 0.418434  -0.585
N: 0.653284 -1.828393 1.401815  -0.295
C: 0.646809 -1.797894 2.601000  0.579
O: 0.704150 -1.705660 3.759089  -0.462
H: -0.224621 -1.950366 -0.303949  0.215
H: 0.733769 -3.371360 0.019764  0.259
H: -0.775104 -3.071403 0.933677  0.319

Cartesian forces (eV/Å) of the 3 atoms listed first:
C -1.2 -3.1 -1.5
C -0.2 1.2 -0.1
C 0.4 -0.9 -0.1

Entry from OMol25: a 2-piece molecular cluster, C2H9NO2 overall (wB97M-V/def2-TZVPD).

Summary:
- HOMO level (eV) = -9.76
- energy (hartree) = -286.79871
- structure (SMILES) = NCO.CO
- orbital gap (eV) = 10.6
- 2S+1 = 1
- energy above the lowest of the compared OMol25 structures with the same formula, charge and spin (kcal/mol) = 12.3

Each line ends with the Mulliken charge.
Positions of all 14 atoms, in Å:
N: -2.025949 1.200686 -0.202630  -0.615
C: -1.097748 0.778032 0.846427  -0.192
O: -1.171305 -0.600677 1.093410  -0.538
H: -1.544569 1.807355 -0.859647  0.254
H: -2.302776 0.394227 -0.750658  0.260
H: -1.288410 1.354870 1.759431  0.305
H: -0.066566 0.958826 0.568985  0.212
H: -2.051173 -0.831153 1.413696  0.317
C: 2.289635 -0.825704 -0.595425  -0.566
O: 1.043200 -0.876892 -1.279645  -0.516
H: 2.617232 0.200354 -0.470012  0.248
H: 3.027854 -1.306266 -1.241323  0.251
H: 2.246387 -1.357442 0.357597  0.263
H: 0.324188 -0.896216 -0.640207  0.316

Cartesian forces (eV/Å) of the 3 atoms listed first:
N 0.1 0.0 -0.1
C -0.1 0.4 0.1
O -0.1 -0.4 -0.1